Formula: C26H77ClN24O18S4Ta
Source: OMol25
Level of theory: wB97M-V/def2-TZVPD

Geometry as XYZ:
```
151
Properties=species:S:1:pos:R:3:forces:R:3
O 3.1943 5.0558 2.4749 0.096 -0.037 0.174
H -5.8515 0.0684 -9.0367 0.045 0.056 0.077
O -6.8354 -2.6462 -0.9625 -0.331 -0.228 0.215
H -3.8438 -2.4074 -2.9209 0.267 -0.537 0.008
C 3.7171 4.8264 3.5605 -0.107 -0.119 0.029
H 1.7340 3.3103 1.7177 0.249 0.437 0.514
N -0.3299 7.9004 -2.1362 -0.117 0.072 0.341
H -2.2963 -3.5568 -1.3640 -0.166 -0.340 -0.403
C 1.0182 0.3863 -2.5183 -0.912 -0.059 0.072
N -2.6281 4.9618 -4.6279 0.257 0.105 -0.037
H -5.9538 -1.6437 -8.8536 -0.003 -0.045 0.087
H -3.2869 4.3115 -5.0097 -0.083 -0.141 0.156
H 6.1328 -0.3246 3.8516 -0.049 -0.059 0.019
C 5.7022 4.4941 7.6528 -0.046 0.083 0.227
C 2.3583 10.7633 1.4971 0.145 0.251 -0.167
O -0.3220 -9.7989 1.8130 -0.026 0.023 -0.169
H -0.8105 -8.3734 -2.5492 -0.008 0.050 -0.070
H 2.2548 0.9183 0.3053 0.341 -0.003 -0.425
C 0.9520 1.8457 -2.1440 1.036 2.013 -1.532
N 3.3295 -2.5516 6.0434 0.278 0.099 0.184
H 1.9354 9.6195 3.1229 0.049 -0.009 0.063
H 2.8061 -9.6777 2.3695 0.035 -0.031 -0.023
N -1.5828 -7.2536 0.3632 -0.023 -0.060 -0.139
H 3.4689 -4.0115 8.1266 -0.072 0.024 -0.029
C -2.5232 -3.1556 -6.3418 -0.040 0.107 -0.189
C 1.8328 1.2091 1.2478 -0.723 -0.194 0.730
N 1.7622 7.2154 -2.7544 0.082 0.048 0.078
C 1.1572 2.5659 1.2053 0.513 -0.570 -1.830
N -1.1973 3.2541 -4.0699 0.188 0.211 -0.171
C -1.4355 4.5853 -4.0590 -0.364 -0.400 -0.136
H 6.1438 0.8274 2.5621 -0.028 0.102 -0.026
H -3.6939 1.0111 -4.4070 -0.056 -0.286 0.376
H 1.6379 0.3838 -3.3914 0.348 0.034 -0.440
H 1.5401 -0.2014 -1.7827 -0.053 -0.142 0.688
N -3.7293 -3.4955 -6.9010 0.012 -0.149 -0.089
H 5.1602 -4.3308 7.9942 0.068 -0.023 -0.001
O 0.7481 2.5409 3.8100 -1.692 -0.219 -1.685
N 3.1988 3.9517 4.4662 -0.366 -0.076 -0.103
C 0.9582 8.2482 -2.3867 -0.022 -0.057 -0.171
H -3.9274 1.0038 -10.0329 -0.028 0.027 0.072
H -1.5768 -3.2187 -8.2174 -0.132 0.081 -0.028
H 2.5614 11.5689 -0.3476 0.037 0.037 -0.074
H 5.2940 6.0898 3.3089 -0.042 0.020 -0.071
O 1.3632 9.4145 -2.2923 -0.093 -0.383 0.102
N 4.8788 5.4420 3.9495 0.054 0.149 0.030
O -1.9490 -6.3324 -1.6787 -0.050 -0.099 -0.089
H -3.8198 -0.6830 -0.1840 0.359 0.167 -0.182
H 4.7782 -2.2349 3.6831 0.238 -0.060 -0.089
H -2.2304 -2.9706 0.2599 -0.345 0.074 0.282
N -5.5169 -4.4860 -0.8248 -0.355 0.056 0.127
H 2.1637 -11.7418 1.4043 0.051 0.026 0.018
H -4.5138 -3.5595 -6.2824 0.007 0.018 0.114
C -5.5357 0.6052 -2.7635 -0.026 -0.180 -0.252
N -6.2647 -3.4228 1.0938 -0.201 -0.133 -0.176
H 1.6962 10.0733 -0.3749 0.139 0.128 -0.222
H -0.6695 6.9538 -2.2270 0.101 0.017 -0.319
H 2.0755 3.1748 -0.5978 0.370 0.109 -0.244
H 6.8608 6.0549 7.0530 0.047 0.014 -0.038
H -0.5225 -9.0991 -1.0050 -0.050 0.024 0.119
H 2.7208 7.4252 -2.9488 0.063 0.039 0.011
N -0.8891 -8.3435 -1.5521 -0.025 0.088 0.021
S -2.1545 0.5223 3.2725 -0.042 -0.423 -0.337
O -0.1779 2.5320 1.7181 0.024 -0.070 1.039
H -3.8603 -3.6581 -7.8831 0.073 0.188 -0.062
O 1.5928 2.6362 -2.8620 -1.038 -1.365 1.393
H 0.1461 -2.0539 -0.4408 0.449 0.254 0.061
H 0.7013 -4.7861 -0.1189 -0.047 -0.789 0.036
C -1.5086 -7.2432 -1.0032 0.074 -0.041 0.260
C -3.8110 -1.3330 -3.0372 -0.357 1.171 1.434
H 2.5824 1.1433 2.0149 0.441 0.115 0.203
C -4.2254 -1.0505 -9.7387 -0.037 0.212 0.196
C -1.6043 2.2305 3.5809 -0.162 -0.232 -0.010
H 1.4315 6.2672 -2.8475 -0.173 0.084 -0.107
H -3.3538 -1.1578 -3.9942 0.248 0.104 -0.539
H 4.4833 3.1851 8.6181 -0.023 -0.057 -0.025
C 4.8992 -0.7398 2.2062 0.116 0.011 0.107
H -2.8327 1.1248 -1.7094 -0.130 -0.116 0.490
C 0.1026 -4.0585 0.4006 0.806 0.875 -0.305
H 1.3411 8.9351 1.6553 0.064 -0.023 -0.077
O 5.5396 -3.0058 5.9213 -0.098 -0.031 0.008
H -2.6602 -0.0445 -10.5563 0.076 -0.021 0.012
C 1.0751 3.0910 -0.2135 -0.889 0.944 0.690
H -2.8421 5.9387 -4.6405 0.011 0.069 0.023
N -3.5625 0.0782 -10.1409 -0.121 -0.191 -0.056
H 2.4316 -2.6347 6.4782 -0.080 -0.099 -0.090
H -5.4704 -4.5309 -1.8240 0.124 0.056 -0.070
C 4.4644 -3.1367 6.4982 -0.075 0.014 0.051
H -1.8433 2.5983 -4.4641 -0.170 -0.070 0.172
H 0.6396 4.0730 -0.1206 -0.084 0.551 -0.310
C 0.8398 -10.1757 1.8445 0.283 0.039 0.064
H 0.5000 -12.0056 1.0262 -0.061 -0.029 -0.003
N 2.1814 10.7880 0.1482 -0.107 -0.118 0.409
N 4.9213 4.0821 8.6999 0.146 0.038 -0.164
C 1.0055 -3.4562 1.4863 -0.398 -1.162 -0.102
H -0.0104 -3.3395 -1.6253 0.497 -0.007 -0.452
C -0.2260 2.4558 3.0371 1.302 0.088 1.492
H -2.3301 2.9034 3.1567 -0.128 0.297 -0.324
C -6.2501 -3.4666 -0.2783 0.390 -0.058 0.063
H -0.5859 -2.8064 -6.8594 0.022 0.043 0.084
H -1.5483 2.3883 4.6376 0.011 0.122 0.522
H -6.5966 0.7672 -2.8905 -0.416 0.209 -0.108
H -2.0279 -6.4711 0.8018 0.010 0.081 -0.017
H -1.3575 0.0225 0.0248 -0.084 0.113 0.067
O -3.7506 -2.1679 -9.8752 0.021 -0.101 -0.023
N 4.4624 -1.9025 2.7863 -0.011 0.047 0.203
H 1.0837 0.4708 1.4994 -0.323 -0.371 -0.047
O 4.5093 -0.3672 1.1133 0.097 -0.113 0.044
O 2.9545 11.6460 2.1109 -0.169 -0.257 -0.080
N -1.4796 -3.0603 -7.2324 -0.068 -0.107 0.057
S -0.5267 -0.4489 -3.0625 -0.077 0.336 0.274
H -0.3526 2.8900 -3.6619 -0.029 0.318 -0.086
H -5.7950 -1.4588 -2.2651 -0.292 0.106 0.337
Ta -2.4005 -0.6579 -1.3687 0.117 -1.252 -1.285
H -1.2102 -7.9937 0.9298 0.051 -0.186 0.104
N 1.8221 9.6745 2.1309 -0.077 0.033 0.080
H 2.3375 3.4611 4.2290 0.317 0.168 -0.006
H -5.7805 -4.0775 1.6748 0.120 0.005 -0.019
H 1.5977 -8.4816 2.6717 -0.009 0.074 -0.013
O 5.8667 3.8091 6.6552 -0.114 0.185 -0.044
C -0.3150 -3.0102 -0.6486 -1.273 -0.197 0.039
H 3.6395 3.7679 5.3489 0.197 -0.001 -0.065
C -5.2761 -0.8654 -2.9958 0.696 0.002 -0.773
N 1.2191 -11.4110 1.3895 -0.094 0.164 0.041
S -4.7833 1.6890 -4.0193 -0.218 0.469 -0.403
N 5.8058 -0.0310 2.9502 -0.078 -0.117 -0.090
H 5.3208 5.2651 4.8338 -0.003 -0.225 -0.022
H 3.4145 -1.9973 5.2122 -0.282 0.039 -0.083
C -1.8436 -2.8002 -0.7447 0.304 0.878 0.894
H 3.7986 -2.4453 2.2711 -0.067 -0.011 -0.037
N -5.4490 -0.8387 -9.1677 0.121 -0.065 -0.246
O -0.6665 5.4218 -3.5912 0.106 0.027 0.180
H 6.1587 6.3045 8.6092 -0.046 0.011 0.033
H -5.2874 0.9451 -1.7737 0.535 0.079 0.351
O 1.1771 -3.1140 4.1167 1.192 -0.594 -0.138
N 4.3353 -3.8878 7.6415 0.121 0.111 -0.182
H -5.0122 -5.1610 -0.2853 0.149 0.050 0.006
H -2.4889 0.1797 4.5280 0.182 0.263 0.017
H -0.9607 8.6290 -1.8671 0.017 0.098 0.001
H 4.7690 4.6253 9.5266 0.001 0.055 0.011
O 0.2292 2.3488 -1.1039 1.059 -1.757 -0.088
N 6.2829 5.7260 7.8019 -0.062 -0.211 -0.044
H -0.7565 -4.4981 0.8714 -0.425 -0.386 -0.069
H 1.9843 -3.9030 1.4823 0.525 -0.144 0.112
O -0.9981 -3.3890 3.2486 -1.059 -0.761 -0.814
H -5.7288 -1.0838 -3.9639 -0.277 -0.196 -0.252
Cl 0.5090 -5.7936 3.4329 0.081 0.006 -0.311
N 1.8473 -9.3924 2.3346 -0.197 -0.126 -0.047
O -2.3955 -2.9426 -5.1539 0.175 -0.202 -0.110
S 0.3668 -3.7527 3.1240 -0.143 2.186 1.104
H 1.1052 -2.3913 1.3662 -0.128 0.629 0.465
H -6.7787 -2.6778 1.5205 0.046 0.112 -0.010
```
Forces are in eV/Å.

- E (Eh) = -5815.71086
- total charge = -1